# 1
DFT (ωB97M-V/def2-TZVPD) results for a structure of composition C19H18F3IrO4S at a distorted geometry.

```
46
Properties=species:S:1:pos:R:3:lowdin_charge:R:1
C 0.53 -1.86 1.44 -0.1888
C -0.82 -1.93 0.96 -0.1447
C -0.76 -2.03 -0.45 -0.1688
H -1.74 -1.88 1.56 0.1316
C 0.61 -1.95 -0.87 -0.2029
C 1.44 -1.78 0.32 -0.2508
H 2.54 -1.70 0.39 0.1251
H 0.86 -1.99 2.47 0.1151
H -1.64 -2.10 -1.11 0.1120
H 0.96 -1.94 -1.92 0.1137
C -0.99 2.07 0.04 -0.1392
C -0.61 2.02 1.39 -0.1079
C 0.78 1.66 1.47 -0.2236
H -1.22 2.21 2.29 0.1261
C 1.34 1.78 0.13 -0.2543
C 0.22 1.99 -0.77 -0.1787
H 0.28 2.06 -1.87 0.1179
H -2.02 2.18 -0.37 0.1172
H 1.38 1.55 2.39 0.1149
H 2.40 1.72 -0.13 0.1203
Ir 0.35 -0.04 0.22 1.5135
O -0.26 -0.16 -3.92 -0.0909
C -1.42 -0.87 -4.40 -0.0799
C -0.10 -0.93 -5.14 -0.2336
H -1.70 -1.76 -3.81 0.1064
H -2.21 -0.27 -4.87 0.1217
H 0.45 -1.88 -5.02 0.1454
H 0.83 -1.92 -7.49 0.1092
C 0.58 -0.86 -7.56 -0.0345
C 0.10 -0.20 -6.41 -0.1788
C -0.27 1.15 -6.54 -0.0328
H -0.68 1.69 -5.68 0.1152
C -0.12 1.82 -7.75 -0.0806
H -0.39 2.87 -7.83 0.1034
C 0.36 1.16 -8.89 -0.0854
H 0.46 1.68 -9.84 0.1051
C 0.70 -0.20 -8.78 -0.0863
H 1.06 -0.73 -9.66 0.1035
F 0.56 0.00 6.48 0.1363
C 0.50 -0.01 5.14 -0.6332
F 0.95 1.17 4.67 0.0841
F 1.32 -0.99 4.69 0.0949
S -1.16 -0.24 4.34 0.5011
O -1.51 -1.58 4.79 -0.3111
O -2.00 0.88 4.71 -0.2998
O -0.62 -0.18 2.98 -0.4274
```

Values from the calculation:
- Frontier orbital gap (alpha / beta): 0.2389 / 0.1946 hartree
- HOMO level (alpha / beta): -6.447 / -9.189 eV
- Maximum force: 0.0491 hartree/bohr
- Multiplicity: 5
- E_tot: -50002.5063 eV
- Charge: 0
- E_LUMO (alpha / beta): 0.1 / -3.9 eV

***

# 2
DFT (ωB97M-V/def2-TZVPD) results for the molecule C19H18FN3O4 at a distorted geometry.

```
45
Properties=species:S:1:pos:R:3:lowdin_charge:R:1
O 4.22 0.84 1.90 0.0880
C 4.31 0.51 0.73 -0.3829
C 5.12 -0.66 0.32 -0.1912
C 5.95 -0.88 -0.75 -0.0155
C 6.57 -2.13 -0.51 -0.0485
C 6.07 -2.57 0.68 -0.1031
O 5.20 -1.69 1.19 0.0781
N 3.73 1.23 -0.27 -0.0422
C 3.45 0.74 -1.60 -0.1162
C 2.01 1.10 -1.99 -0.1025
N 1.16 1.03 -0.82 -0.0327
C 0.24 0.05 -0.73 -0.3847
O 0.08 -0.78 -1.60 0.0638
C -0.63 0.05 0.54 -0.1807
C -1.85 -0.86 0.37 -0.0407
C -2.96 0.16 0.42 -0.2287
C -4.37 -0.14 0.26 -0.1697
C -4.80 -1.44 -0.01 -0.0165
C -6.15 -1.71 -0.16 -0.0026
C -7.06 -0.68 -0.06 -0.2740
F -8.37 -0.94 -0.21 0.0601
C -6.66 0.62 0.20 0.0012
C -5.31 0.89 0.36 -0.0111
N -2.53 1.34 0.64 0.1250
O -1.18 1.36 0.77 -0.0891
C 1.47 2.00 0.21 -0.1010
C 2.95 2.39 0.10 -0.1077
H 6.13 -0.23 -1.58 0.1124
H 7.28 -2.63 -1.13 0.1022
H 6.24 -3.47 1.24 0.1250
H 4.14 1.19 -2.33 0.1255
H 3.58 -0.34 -1.62 0.1241
H 1.62 0.39 -2.72 0.1248
H 1.95 2.11 -2.40 0.1288
H -0.01 -0.22 1.40 0.1583
H -1.95 -1.61 1.16 0.1309
H -1.81 -1.37 -0.60 0.1198
H -4.09 -2.24 -0.09 0.1123
H -6.50 -2.71 -0.37 0.1187
H -7.40 1.40 0.28 0.1189
H -4.97 1.89 0.56 0.1134
H 1.28 1.57 1.20 0.1239
H 0.83 2.89 0.11 0.1312
H 3.10 3.17 -0.65 0.1272
H 3.31 2.75 1.07 0.1278
```

Values from the calculation:
- Structure (SMILES): O=C(c1ccco1)N1CCN(C(=O)[C@@H]2CC(c3ccc(F)cc3)=NO2)CC1
- Frontier orbital gap: 0.3376 hartree
- HOMO level: -8.589 eV
- Maximum force: 0.0218 hartree/bohr
- E_tot: -35371.4178 eV
- Charge: 0
- E_LUMO: 0.6 eV